1.
{
  "formula": "C36H54O18",
  "method": "ωB97M-V with the def2-TZVPD basis set",
  "species": ["O", "C", "O", "C", "C", "C", "H", "H", "H", "H", "H", "H", "O", "C", "O", "C", "C", "C", "H", "H", "H", "H", "H", "H", "O", "C", "O", "C", "C", "C", "H", "H", "H", "H", "H", "H", "O", "C", "O", "C", "C", "C", "H", "H", "H", "H", "H", "H", "O", "C", "O", "C", "C", "C", "H", "H", "H", "H", "H", "H", "O", "C", "O", "C", "C", "C", "H", "H", "H", "H", "H", "H", "O", "C", "O", "C", "C", "C", "H", "H", "H", "H", "H", "H", "O", "C", "O", "C", "C", "C", "H", "H", "H", "H", "H", "H", "O", "C", "O", "C", "C", "C", "H", "H", "H", "H", "H", "H"],
  "xyz": [[19.762, 11.128, 8.507], [19.158, 12.004, 9.077], [18.608, 11.866, 10.291], [17.908, 13.067, 10.691], [18.719, 14.142, 9.951], [18.891, 13.417, 8.577], [17.978, 12.964, 11.806], [16.823, 13.008, 10.347], [19.671, 14.319, 10.451], [18.253, 15.188, 9.860], [19.656, 13.856, 7.900], [17.907, 13.435, 8.163], [17.683, 12.781, 15.384], [17.336, 13.849, 14.985], [16.544, 13.993, 13.868], [16.460, 15.348, 13.379], [16.938, 16.141, 14.609], [17.760, 15.195, 15.457], [15.436, 15.601, 13.165], [17.031, 15.413, 12.451], [16.046, 16.510, 15.110], [17.584, 17.046, 14.438], [17.607, 15.217, 16.531], [18.797, 15.250, 15.290], [10.253, 12.242, 13.510], [10.061, 11.368, 12.735], [10.331, 10.106, 13.134], [10.000, 9.158, 12.142], [8.968, 9.836, 11.238], [9.366, 11.260, 11.434], [9.640, 8.310, 12.698], [10.924, 8.815, 11.662], [7.980, 9.561, 11.558], [8.978, 9.506, 10.224], [8.511, 11.956, 11.416], [9.993, 11.662, 10.626], [14.532, 11.261, 6.819], [14.338, 10.224, 6.235], [15.276, 9.540, 5.545], [14.719, 8.362, 4.899], [13.557, 8.032, 5.804], [13.065, 9.437, 6.177], [15.533, 7.634, 4.943], [14.391, 8.535, 3.856], [13.990, 7.544, 6.682], [12.749, 7.364, 5.400], [12.535, 9.498, 7.130], [12.410, 9.926, 5.523], [16.229, 8.340, 13.772], [15.495, 9.184, 14.219], [14.337, 9.560, 13.619], [13.544, 10.164, 14.697], [14.592, 10.756, 15.577], [15.662, 9.738, 15.600], [13.100, 9.274, 15.130], [12.804, 10.839, 14.248], [14.057, 11.014, 16.518], [14.993, 11.664, 15.190], [15.595, 8.906, 16.288], [16.707, 10.104, 15.682], [14.071, 14.855, 10.665], [13.329, 14.676, 11.606], [13.784, 14.217, 12.763], [12.756, 14.011, 13.757], [11.608, 14.840, 13.227], [11.766, 14.823, 11.722], [13.053, 14.348, 14.725], [12.634, 12.939, 13.702], [11.708, 15.927, 13.464], [10.609, 14.536, 13.579], [11.521, 15.708, 11.102], [11.368, 13.914, 11.322], [17.584, 4.308, 5.917], [18.012, 5.287, 6.463], [17.250, 6.432, 6.388], [17.916, 7.515, 6.987], [19.417, 7.108, 7.147], [19.297, 5.600, 7.201], [17.520, 7.749, 8.026], [17.768, 8.457, 6.482], [19.776, 7.598, 8.026], [20.075, 7.437, 6.324], [19.284, 5.069, 8.189], [20.094, 5.081, 6.626], [9.429, 14.686, 8.854], [10.377, 14.266, 8.223], [10.505, 12.979, 7.893], [11.874, 12.727, 7.517], [12.714, 13.996, 7.786], [11.606, 15.053, 7.934], [12.005, 12.403, 6.470], [12.159, 11.875, 8.175], [13.346, 14.152, 6.939], [13.345, 13.850, 8.610], [11.358, 15.592, 6.989], [11.790, 15.807, 8.665], [12.513, 11.651, 10.579], [13.436, 10.819, 10.561], [13.079, 9.526, 10.507], [14.282, 8.660, 10.517], [15.467, 9.632, 10.512], [14.882, 11.046, 10.602], [14.268, 8.097, 9.572], [14.211, 7.976, 11.353], [16.188, 9.510, 9.721], [16.044, 9.343, 11.419], [15.129, 11.705, 9.728], [15.034, 11.545, 11.559]],
  "atomic_forces_ev_per_a": [[-0.41, 0.30, 0.54], [0.50, -0.02, -1.21], [-0.25, -0.71, -0.24], [-0.32, -0.37, 0.60], [-0.71, 1.58, -0.33], [0.97, 0.82, 1.50], [-0.34, 0.87, -1.00], [1.37, 0.21, 0.48], [0.12, -0.28, -0.03], [0.25, -1.71, 0.12], [-0.61, -0.63, 0.48], [-0.65, -0.08, -0.89], [-0.34, -0.45, 0.21], [-0.11, 0.13, -1.43], [-0.09, -0.77, 0.07], [0.70, -0.09, 1.08], [1.04, 2.03, -0.09], [-1.56, -0.47, 0.41], [-0.17, -0.25, -0.15], [0.24, 0.12, 0.23], [0.04, -0.10, 0.32], [-0.88, -0.71, -0.42], [-0.09, 0.32, 0.10], [1.44, 0.26, -0.29], [0.34, 1.69, 0.21], [-0.64, -2.08, 0.56], [0.71, 0.09, 0.43], [0.38, -1.13, -0.17], [0.69, -0.90, 0.51], [-1.19, 2.52, -1.55], [-0.48, -0.42, 0.00], [-0.17, 0.38, -0.31], [-0.58, 0.38, 0.58], [0.52, -0.15, -0.80], [0.23, -0.18, 0.22], [0.19, -0.35, 0.21], [0.37, -0.41, -0.39], [-0.11, -0.01, 0.29], [0.35, 0.67, -0.51], [0.19, -0.23, 0.07], [-1.15, -0.45, -0.03], [0.38, -0.90, 1.72], [-0.30, -0.04, -0.26], [0.41, 0.35, 0.49], [-0.31, 0.05, 0.08], [0.94, 0.64, 0.13], [0.27, -0.11, 0.12], [-0.95, 0.39, -1.56], [-0.18, 0.42, -0.82], [0.64, -2.05, -0.21], [0.56, 0.33, 0.15], [0.09, -0.45, -1.52], [-1.84, 1.09, 2.35], [1.34, 0.17, -0.46], [-0.66, 0.29, 0.52], [0.22, -0.32, 0.28], [0.79, -0.18, -0.16], [0.15, 0.84, -0.55], [-0.42, -0.13, 0.26], [-0.74, 0.08, 0.01], [-0.55, 0.13, 0.62], [-1.15, -0.32, -0.87], [1.22, 0.14, 0.88], [-0.30, 0.05, -1.60], [-1.49, 1.71, -0.02], [2.19, 0.28, -0.64], [0.66, 0.08, 0.56], [-0.72, -0.15, 0.51], [0.24, -0.78, 0.58], [0.62, -0.07, -0.19], [-0.45, -0.57, 0.70], [-0.36, -0.49, -0.65], [0.82, 0.02, 0.67], [-1.26, 0.26, -0.77], [0.07, 0.00, -0.03], [0.90, 1.01, 2.02], [-0.89, 0.36, -0.41], [0.88, -1.72, -0.29], [0.14, -0.73, -0.96], [-0.08, -0.05, -0.78], [0.43, 0.02, 0.66], [-0.56, -0.20, 0.12], [-0.13, 0.85, -0.62], [-0.37, 0.33, 0.42], [0.17, -0.43, -0.90], [-0.99, 0.66, 2.34], [0.25, 0.23, -0.73], [0.97, -1.45, 0.47], [-1.76, -0.34, -1.31], [0.54, -0.13, -1.52], [-0.68, 0.17, 0.34], [0.08, 0.66, -0.61], [0.39, 0.31, -0.54], [0.52, 0.16, 1.46], [0.52, -0.33, 0.38], [0.00, 0.38, 0.65], [2.06, -1.09, 0.10], [-4.03, 1.09, -0.09], [1.26, -0.63, 0.08], [-0.68, 0.72, -1.61], [1.01, -0.48, 2.08], [0.48, -0.06, -0.73], [-0.24, -0.03, 0.33], [0.10, 0.20, 0.21], [-0.20, -0.09, -0.64], [-0.20, 0.66, -0.44], [-0.06, -0.47, 0.93], [0.49, 0.22, -0.12]],
  "e_homo_ev": -9.810,
  "relative_energy_kcal_mol": 45.8,
  "lumo_ha": 0.0181,
  "smiles": "O=C1CCCO1.O=C1CCCO1.O=C1CCCO1.O=C1CCCO1.O=C1CCCO1.O=C1CCCO1.O=C1CCCO1.O=C1CCCO1.O=C1CCCO1",
  "orbital_gap_ev": 10.301
}


2.
{
  "formula": "C36H54O18",
  "method": "ωB97M-V with the def2-TZVPD basis set",
  "species": ["O", "C", "O", "C", "C", "C", "H", "H", "H", "H", "H", "H", "O", "C", "O", "C", "C", "C", "H", "H", "H", "H", "H", "H", "O", "C", "O", "C", "C", "C", "H", "H", "H", "H", "H", "H", "O", "C", "O", "C", "C", "C", "H", "H", "H", "H", "H", "H", "O", "C", "O", "C", "C", "C", "H", "H", "H", "H", "H", "H", "O", "C", "O", "C", "C", "C", "H", "H", "H", "H", "H", "H", "O", "C", "O", "C", "C", "C", "H", "H", "H", "H", "H", "H", "O", "C", "O", "C", "C", "C", "H", "H", "H", "H", "H", "H", "O", "C", "O", "C", "C", "C", "H", "H", "H", "H", "H", "H"],
  "xyz": [[-1.972, 0.993, -1.887], [-0.990, 0.481, -1.392], [-0.195, -0.297, -2.075], [1.007, -0.602, -1.403], [0.907, 0.281, -0.137], [-0.555, 0.629, 0.028], [1.772, -0.390, -2.149], [1.046, -1.632, -1.048], [1.508, 1.179, -0.290], [1.281, -0.317, 0.694], [-0.815, 1.614, 0.408], [-0.929, -0.192, 0.641], [4.451, 1.222, -1.351], [4.443, 0.448, -0.409], [4.009, -0.804, -0.488], [3.951, -1.529, 0.729], [4.935, -0.764, 1.584], [4.911, 0.677, 1.036], [4.275, -2.563, 0.620], [2.967, -1.455, 1.193], [5.908, -1.250, 1.521], [4.699, -0.696, 2.646], [5.904, 1.125, 1.065], [4.301, 1.349, 1.638], [0.918, -0.773, -5.323], [1.045, 0.390, -5.056], [2.107, 0.874, -4.350], [2.042, 2.303, -4.314], [0.563, 2.670, -4.620], [0.061, 1.508, -5.388], [2.711, 2.662, -5.099], [2.439, 2.765, -3.411], [0.562, 3.618, -5.158], [0.097, 2.869, -3.654], [0.172, 1.697, -6.455], [-0.927, 1.204, -5.047], [-5.237, 2.777, 2.905], [-4.068, 3.037, 3.037], [-3.281, 3.608, 2.022], [-1.957, 3.804, 2.474], [-1.805, 2.872, 3.624], [-3.184, 2.772, 4.248], [-1.899, 4.814, 2.886], [-1.230, 3.761, 1.665], [-1.075, 3.209, 4.362], [-1.438, 1.863, 3.430], [-3.340, 3.658, 4.867], [-3.342, 1.832, 4.770], [-6.083, 5.589, -3.162], [-5.828, 4.940, -2.159], [-4.563, 4.406, -2.031], [-4.598, 3.307, -1.094], [-5.933, 3.321, -0.403], [-6.667, 4.589, -0.963], [-3.811, 3.308, -0.339], [-4.431, 2.412, -1.694], [-5.943, 3.391, 0.685], [-6.510, 2.418, -0.602], [-6.678, 5.406, -0.242], [-7.704, 4.427, -1.255], [0.814, -3.114, -3.657], [0.217, -3.560, -2.715], [0.806, -3.851, -1.591], [-0.093, -4.464, -0.645], [-1.091, -5.038, -1.639], [-1.251, -3.958, -2.669], [-0.543, -3.710, 0.000], [0.359, -5.287, -0.094], [-2.020, -5.432, -1.225], [-0.651, -5.919, -2.111], [-1.806, -3.138, -2.208], [-1.723, -4.264, -3.600], [-2.585, -2.774, 0.755], [-3.019, -2.524, 1.856], [-4.289, -2.525, 2.136], [-4.535, -2.004, 3.485], [-3.190, -1.438, 3.864], [-2.142, -2.155, 3.059], [-4.802, -2.758, 4.224], [-5.325, -1.255, 3.448], [-3.003, -1.570, 4.933], [-3.112, -0.349, 3.874], [-1.812, -3.057, 3.573], [-1.322, -1.499, 2.778], [3.065, -3.280, -5.013], [4.060, -3.293, -4.322], [5.290, -3.510, -4.836], [6.283, -3.778, -3.837], [5.709, -3.146, -2.593], [4.191, -3.102, -2.852], [7.228, -3.265, -4.010], [6.422, -4.847, -3.677], [6.039, -2.116, -2.451], [6.078, -3.690, -1.722], [3.775, -2.144, -2.544], [3.571, -3.882, -2.408], [-0.131, -1.065, 5.304], [0.448, -0.086, 4.882], [0.466, 0.138, 3.545], [1.318, 1.236, 3.255], [2.247, 1.332, 4.507], [1.283, 0.951, 5.580], [0.780, 2.176, 3.133], [2.012, 1.161, 2.419], [2.753, 2.232, 4.853], [2.939, 0.495, 4.392], [0.547, 1.741, 5.745], [1.740, 0.572, 6.492]],
  "atomic_forces_ev_per_a": [[0.53, -0.20, 0.21], [-2.73, 0.93, -0.18], [-0.21, -0.86, -1.40], [-0.11, 0.35, 0.86], [1.78, 0.40, 0.07], [0.85, -0.79, -0.08], [0.41, -0.03, 0.54], [-0.13, -0.17, -0.65], [0.19, 0.03, 0.24], [0.16, 0.42, 0.17], [0.09, -0.17, 0.13], [-0.86, 0.26, -0.06], [-0.08, -1.46, 1.59], [0.28, 2.16, -0.25], [-0.96, -1.19, -1.64], [0.48, 0.86, 1.09], [0.54, 0.72, 1.27], [0.81, -0.69, -0.25], [-0.34, 0.07, -0.50], [-0.26, -0.27, -0.45], [0.17, 0.36, -0.16], [-0.20, -0.53, 0.02], [-0.02, 0.03, -0.31], [-0.43, -0.08, -0.35], [0.35, 1.01, 0.12], [-0.69, -1.20, -0.05], [-0.02, 0.18, 0.42], [-0.03, 0.51, -0.99], [1.62, 1.49, 1.11], [0.26, -0.58, 0.20], [-0.05, 0.03, -0.23], [-0.19, -0.67, 0.39], [-0.20, -0.04, -0.07], [-0.49, -0.34, -0.14], [-0.56, -0.20, -0.08], [-0.06, -0.13, -0.60], [1.26, 0.58, -0.11], [-0.36, -0.72, -0.65], [-1.62, -0.68, 0.41], [0.08, 0.99, 0.47], [1.32, -1.38, 1.67], [0.27, 0.94, -0.95], [0.06, 0.25, -0.17], [-0.25, -0.42, -0.11], [0.01, 0.45, -0.06], [-0.24, -0.05, -0.80], [-0.16, -0.24, 0.49], [-0.45, 0.26, -0.03], [-0.04, -0.90, 1.98], [0.99, 1.17, -2.14], [-0.85, 0.02, 0.67], [0.62, -0.60, -0.07], [-2.04, 0.64, 0.36], [0.18, -0.96, -0.03], [0.31, 0.67, -0.41], [-0.11, -0.07, 0.09], [0.64, -0.03, -0.09], [0.00, 0.04, -0.30], [0.24, 0.09, -0.10], [0.10, -0.08, -0.08], [-0.26, 0.06, 0.83], [-1.21, 0.73, -3.77], [1.96, -0.31, 2.93], [-1.02, -0.50, -1.13], [-1.33, -1.52, 0.51], [0.35, 0.17, 0.91], [0.12, -0.02, 0.09], [0.53, 0.43, 0.06], [-0.07, 0.41, 0.33], [0.31, 0.00, -0.05], [-0.14, 0.18, -0.20], [0.43, 0.20, -0.07], [-0.38, -0.05, 0.17], [2.90, -0.30, -1.05], [-2.17, 0.05, 1.13], [0.60, 0.30, -0.37], [0.64, 1.11, 2.76], [-1.32, 0.35, -0.60], [-0.23, -0.51, -0.63], [0.00, -0.13, -0.28], [-0.12, -0.48, 0.11], [-0.18, 0.12, -1.07], [0.22, 0.02, -0.19], [0.09, -0.41, -0.06], [2.01, -0.07, 0.85], [-1.67, 0.24, -1.36], [1.32, -0.59, -1.04], [-0.52, 0.85, 0.51], [-0.59, 0.18, 0.97], [0.04, -0.05, 0.92], [-0.02, -0.36, -0.86], [0.01, -0.07, -0.43], [0.18, 0.02, -0.26], [-0.44, -0.07, 0.20], [-0.18, -0.12, -0.16], [0.18, -0.04, 0.30], [0.52, 1.49, -0.16], [-0.56, -2.44, 0.65], [0.33, 0.45, -0.83], [1.90, 1.91, 0.93], [-0.43, -0.53, 0.04], [-0.94, -0.76, 0.22], [-0.41, -0.19, -0.08], [-0.77, -0.84, -0.48], [0.12, 0.23, -1.05], [0.45, 0.24, 0.14], [0.28, 0.37, 0.52], [-0.37, 0.11, 0.07]],
  "e_homo_ev": -8.804,
  "relative_energy_kcal_mol": 84.0,
  "lumo_ha": -0.0074,
  "smiles": "O=C1CCCO1.O=C1CCCO1.O=C1CCCO1.O=C1CCCO1.O=C1CCCO1.O=C1CCCO1.O=C1CCCO1.O=C1CCCO1.O=C1CCCO1",
  "orbital_gap_ev": 8.601
}